1.
19
Properties=species:S:1:pos:R:3:forces:R:3 method="wB97M-V/def2-TZVPD" de_lowest_kcal_mol=32.7 lumo_ev=1.1 molar_mass_g_mol=74.167 total_energy_ev=-5410.631
C 0.480792 -0.886216 -0.413868 -1.674 1.708 -1.802
C 1.468055 -1.541984 -1.382548 1.050 -1.002 -0.201
C 0.281412 -1.762542 0.769623 -0.110 -3.093 -2.271
H 0.844161 0.106838 -0.168749 0.383 -0.086 0.477
H -0.552752 -0.554759 -0.876161 1.911 -1.275 0.381
H 1.277555 -2.623279 -1.317670 0.286 0.073 0.042
H 1.206444 -1.990998 1.216957 1.357 -0.444 0.534
H 2.575133 -1.396081 -1.100087 -1.723 -0.051 -0.242
H 1.381326 -1.373339 -2.465624 -0.153 0.665 0.428
H -0.322046 -1.462978 1.521109 -2.106 1.694 2.298
H -0.197976 -2.774553 0.463405 0.920 1.468 0.216
C -1.716852 1.721088 0.252982 -0.749 3.518 0.507
C -0.493095 2.435643 0.715038 3.530 -2.159 1.412
H -1.836783 2.014068 -0.749302 -0.685 0.009 -1.519
H -1.607913 0.729752 0.326849 0.502 -3.738 0.142
H -2.617055 1.963087 0.809480 -0.140 0.358 0.087
H 0.465139 1.833163 0.210964 -2.278 2.442 0.922
H -0.461678 3.527122 0.687392 0.033 -0.254 -0.725
H -0.275433 2.206023 1.794077 -0.355 0.168 -0.685

2.
19
Properties=species:S:1:pos:R:3:forces:R:3 method="wB97M-V/def2-TZVPD" de_lowest_kcal_mol=34.6 lumo_ev=1.1 molar_mass_g_mol=74.167 total_energy_ev=-5410.550
C 0.273718 1.110687 -0.242113 0.036 2.694 2.523
C 0.405652 2.484054 -0.872544 -0.747 1.648 -2.138
C 1.140259 0.929221 1.019025 0.607 -0.482 1.120
H -0.768007 0.979167 0.015442 -0.399 -0.033 0.363
H 0.432977 0.385421 -0.927515 1.028 -2.350 -2.227
H 1.374218 3.014657 -0.849311 0.401 -1.253 -0.748
H -0.066800 3.310607 -0.367531 -1.170 -0.187 0.918
H 0.739226 1.471238 1.907594 0.704 0.973 -0.961
H 0.909025 -0.025605 1.516555 0.714 -0.319 -0.875
H -0.118742 2.566003 -1.930530 1.474 -0.387 1.860
H 2.304623 1.024386 0.884313 -2.426 0.020 0.262
C -0.315796 -2.352187 0.529066 1.616 0.571 -0.578
C -1.466396 -2.117310 -0.518009 0.055 1.451 1.091
H -0.412281 -3.085749 1.307577 -0.993 -0.616 0.187
H 0.696266 -2.631784 0.129794 -0.940 0.283 -0.345
H -0.078142 -1.420226 1.104795 -0.686 -0.706 -0.795
H -1.109162 -1.367790 -1.279928 -0.375 -0.517 0.917
H -2.266865 -1.602182 0.148121 0.787 -1.007 -1.695
H -1.860948 -2.944932 -1.151928 0.315 0.218 1.121

3.
19
Properties=species:S:1:pos:R:3:forces:R:3 method="wB97M-V/def2-TZVPD" de_lowest_kcal_mol=8.5 lumo_ev=1.2 molar_mass_g_mol=74.167 total_energy_ev=-5411.681
C -1.486030 0.022223 -1.378398 -1.402 -0.816 -0.985
C -1.431626 1.511380 -1.725879 0.923 -0.299 0.816
C -1.464123 -0.377565 0.101280 0.072 0.854 -0.869
H -0.789309 -0.588910 -1.953157 0.566 0.290 0.103
H -2.417757 -0.332428 -1.839564 -0.237 0.028 0.384
H -0.401078 1.880271 -1.712444 -0.051 0.034 -0.208
H -1.881056 1.699062 -2.696328 0.013 0.168 0.004
H -0.417532 -0.426176 0.365888 -0.108 -0.306 0.572
H -1.931194 2.070878 -0.934448 -0.331 0.125 -0.220
H -1.989740 -1.310263 0.286828 0.214 -0.140 -0.008
H -1.960017 0.412210 0.666597 0.075 -0.078 0.268
C 1.885401 0.166331 1.460867 0.843 0.418 0.295
C 2.140202 -1.317475 1.230451 -0.153 -0.111 0.040
H 0.866567 0.449583 1.240039 -0.068 0.156 0.098
H 2.113145 0.469612 2.485617 -0.217 -0.223 0.117
H 2.559371 0.808113 0.885495 -0.195 -0.187 -0.352
H 1.594846 -1.682436 0.357655 0.031 -0.005 0.009
H 1.819121 -1.907246 2.091502 -0.082 -0.006 -0.084
H 3.190809 -1.547163 1.067999 0.109 0.099 0.020

4.
19
Properties=species:S:1:pos:R:3:forces:R:3 method="wB97M-V/def2-TZVPD" de_lowest_kcal_mol=47.6 lumo_ev=1.1 molar_mass_g_mol=74.167 total_energy_ev=-5409.988
C -0.209384 -2.454283 -1.668654 -3.078 -2.883 1.447
C -1.496125 -1.576556 -1.314822 1.052 -0.537 2.731
H 0.307087 -3.068706 -0.922402 0.543 1.705 1.266
H -0.619556 -3.462591 -1.931443 -0.182 0.865 -1.676
H 0.470359 -2.084178 -2.373888 0.679 0.592 -1.005
H -2.472519 -2.171396 -1.099461 1.920 0.881 -0.574
H -1.631032 -0.882894 -2.113693 -0.430 0.401 -0.574
H -1.278753 -0.942420 -0.360933 -0.510 -1.052 -1.664
C 0.497907 1.592596 0.407224 -2.479 -1.807 0.870
C -0.360143 0.960551 1.677615 2.046 -2.794 -4.633
C 1.793838 2.121398 0.976019 -0.972 0.311 -1.865
H 0.500673 0.734401 -0.330565 0.931 0.749 0.887
H -0.060439 2.334566 -0.184897 0.002 0.081 0.660
H -0.893923 1.586653 2.221618 -1.449 3.617 3.019
H 0.343901 0.310149 2.228624 -0.594 0.445 -0.039
H 2.619899 1.868399 0.365517 0.989 0.512 -1.001
H 1.708269 3.152072 1.256951 0.220 0.703 -0.285
H -1.224297 0.355800 1.329282 0.809 -0.260 -0.298
H 2.004240 1.626438 1.837908 0.501 -1.528 2.733

5.
19
Properties=species:S:1:pos:R:3:forces:R:3 method="wB97M-V/def2-TZVPD" de_lowest_kcal_mol=12.8 lumo_ev=1.1 molar_mass_g_mol=74.167 total_energy_ev=-5411.496
C -1.625192 0.252998 1.456544 -0.743 -0.338 0.952
C -1.725032 1.723045 1.909039 0.810 -1.045 -0.314
H -1.220585 0.141144 0.455579 0.132 0.179 0.029
H -1.046598 -0.350516 2.152578 0.368 0.029 -0.040
H -2.599520 -0.240180 1.474909 -0.163 0.159 -0.256
H -2.071297 2.236874 1.019907 0.005 0.807 0.301
H -0.720701 2.013669 2.230370 -0.088 0.483 -0.448
H -2.346927 1.904892 2.781400 -0.392 -0.195 -0.185
C 1.564314 -1.101370 -1.674814 -0.548 1.781 2.700
C 0.964381 0.293516 -1.932422 0.158 -0.401 -2.296
C 1.123311 -1.450620 -0.207918 1.514 -0.378 -0.841
H 1.319521 -1.930647 -2.330149 -0.086 0.302 -0.334
H 2.624800 -0.886108 -1.624030 0.451 -0.649 -0.382
H 1.258529 0.624950 -2.949268 -0.409 -0.113 0.231
H 1.672810 -2.361825 0.036270 -0.774 -0.464 0.283
H 1.481423 -0.753258 0.561383 -0.177 0.327 -0.517
H 1.431011 1.041531 -1.311391 -0.096 0.040 0.679
H -0.129522 0.333655 -1.878923 0.219 0.011 0.172
H 0.045276 -1.491753 -0.169064 -0.183 -0.535 0.266

6.
19
Properties=species:S:1:pos:R:3:forces:R:3 method="wB97M-V/def2-TZVPD" de_lowest_kcal_mol=8.2 lumo_ev=1.2 molar_mass_g_mol=74.167 total_energy_ev=-5411.694
C 1.199290 1.164116 -2.337808 -0.187 -0.077 -0.029
C -0.234214 0.846637 -2.803653 1.269 0.173 -0.818
H 1.531389 2.124112 -2.710933 0.121 0.190 -0.304
H 1.239928 1.255804 -1.252726 0.017 -0.136 0.037
H 1.920892 0.408762 -2.655265 -0.058 0.000 0.111
H -0.608628 0.014299 -2.212252 -0.665 0.385 0.057
H -0.249404 0.543005 -3.856857 0.221 -0.258 0.144
H -0.774631 1.787110 -2.849007 -0.707 -0.233 0.773
C -0.811416 -0.855135 1.490947 1.082 -0.147 0.146
C -0.835571 -0.378020 2.943364 -1.303 -0.083 -0.300
C 0.622521 -0.848548 0.896842 -1.098 0.507 -0.190
H -1.151452 -1.888918 1.420395 -0.419 0.110 0.037
H -1.460301 -0.230251 0.876758 -0.045 -0.013 0.065
H -0.543786 -1.153690 3.649154 0.501 0.155 -0.006
H 0.523180 -0.559947 -0.147430 0.347 -0.311 -0.189
H 1.234984 -0.081213 1.363465 0.194 -0.084 0.153
H -1.877241 -0.152088 3.201203 0.078 0.034 0.114
H -0.291606 0.557135 3.057124 0.285 -0.138 0.182
H 1.069025 -1.829340 0.979934 0.368 -0.074 0.015

7.
19
Properties=species:S:1:pos:R:3:forces:R:3 method="wB97M-V/def2-TZVPD" de_lowest_kcal_mol=25.5 lumo_ev=1.1 molar_mass_g_mol=74.167 total_energy_ev=-5410.945
C -0.348359 -2.716548 -0.656758 0.521 1.213 3.081
C -1.586850 -1.867206 -0.947276 -0.604 -0.642 -2.132
H 0.417873 -2.003533 -0.217840 -0.257 -0.846 -1.064
H -0.575138 -3.262047 0.283750 -0.018 -0.250 -0.612
H 0.083450 -3.446292 -1.341688 -0.314 0.556 -0.403
H -2.346693 -2.491449 -1.476776 0.228 0.337 0.673
H -1.409848 -1.068207 -1.693791 0.201 -0.167 0.561
H -2.043290 -1.428406 -0.055771 0.257 -0.168 -0.096
C 0.846759 1.019527 0.764573 -1.128 0.552 -1.754
C 0.764776 1.595923 -0.719623 0.307 -2.037 1.585
C 0.564572 2.204257 1.690883 -0.449 -0.238 0.401
H -0.028570 0.371932 0.863117 0.483 -0.580 0.336
H 1.824496 0.491902 0.863404 -0.905 0.334 0.368
H -0.098551 2.262196 -0.812243 0.672 -0.008 -0.453
H -0.374207 2.670680 1.376218 -0.114 -0.207 -0.091
H 0.356716 1.860430 2.721748 0.594 0.404 -0.293
H 0.933812 0.851865 -1.501122 -1.316 -0.481 0.009
H 1.753349 1.917048 -0.760347 1.441 2.577 -0.451
H 1.265703 3.037928 1.619541 0.398 -0.348 0.334

8.
19
Properties=species:S:1:pos:R:3:forces:R:3 method="wB97M-V/def2-TZVPD" de_lowest_kcal_mol=32.6 lumo_ev=1.1 molar_mass_g_mol=74.167 total_energy_ev=-5410.635
C -1.788439 0.640734 2.544197 2.981 0.075 0.491
C -2.209148 0.032540 1.277931 -1.101 -0.571 -1.593
H -2.074457 1.668093 2.510435 0.901 1.313 -0.511
H -2.245413 0.475862 3.446974 -1.713 -1.856 2.071
H -0.698264 0.414775 2.786040 -1.086 0.965 -0.508
H -3.258602 0.233450 1.168698 -0.808 0.309 -0.232
H -1.728828 0.677666 0.496240 -0.277 -1.423 0.223
H -2.221096 -1.087307 1.128011 0.994 1.215 0.160
C 1.434796 -0.242195 -2.079119 2.600 1.809 0.665
C 2.613117 -0.918935 -1.194027 -0.393 1.123 -0.912
C 0.324626 0.280814 -1.130592 0.256 -0.364 -0.996
H 1.895909 0.686306 -2.623670 -0.859 -1.800 0.715
H 1.166938 -0.943396 -2.818671 -0.783 -0.739 -0.816
H 3.363374 -0.155701 -0.869981 -0.819 -0.582 0.069
H 0.530588 1.320115 -0.990837 0.126 0.693 0.670
H 3.201534 -1.752518 -1.616823 -0.521 0.471 -0.406
H 2.047575 -1.329569 -0.380726 0.307 -0.240 0.891
H -0.719555 0.260051 -1.450599 0.229 -0.373 -0.537
H 0.365344 -0.260786 -0.203481 -0.034 -0.026 0.555

9.
19
Properties=species:S:1:pos:R:3:forces:R:3 method="wB97M-V/def2-TZVPD" de_lowest_kcal_mol=4.3 lumo_ev=1.1 molar_mass_g_mol=74.167 total_energy_ev=-5411.863
C -1.525529 -1.380294 1.734431 0.647 0.297 0.154
C -1.902989 -0.016800 2.316020 -0.326 -0.133 -0.670
C -1.043538 -1.266826 0.290323 -0.451 0.657 -0.328
H -2.375313 -2.045123 1.875273 0.099 -0.290 -0.191
H -0.677730 -1.775285 2.301934 -0.194 -0.121 0.166
H -1.260991 0.767480 1.962358 0.642 0.333 -0.273
H -2.895274 0.285503 1.976771 -0.152 -0.088 0.276
H -0.405594 -0.381528 0.218213 0.225 -0.142 0.014
H -1.826130 0.008176 3.385515 -0.321 -0.104 0.617
H -1.858335 -1.051821 -0.407742 -0.092 -0.185 0.060
H -0.483168 -2.113800 -0.095726 -0.060 -0.213 0.161
C 2.124475 1.665601 -1.423553 -0.135 -0.132 0.183
C 1.949741 0.618086 -2.514729 -0.443 -0.260 0.364
H 2.259346 1.154023 -0.470352 0.137 -0.018 0.060
H 2.990719 2.286620 -1.580676 0.343 0.286 -0.105
H 1.267153 2.319936 -1.271335 -0.129 -0.005 -0.298
H 2.831317 -0.012827 -2.572742 0.179 -0.017 -0.146
H 1.133610 -0.034946 -2.211578 -0.134 -0.182 -0.105
H 1.698229 0.973828 -3.512404 0.165 0.317 0.060

10.
19
Properties=species:S:1:pos:R:3:forces:R:3 method="wB97M-V/def2-TZVPD" de_lowest_kcal_mol=7.8 lumo_ev=1.2 molar_mass_g_mol=74.167 total_energy_ev=-5411.710
C -1.063608 0.855731 -0.095359 0.384 -1.293 -0.832
C -2.240994 1.397882 -0.885725 -1.143 -0.276 0.522
C -1.552029 -0.122620 0.958613 -1.288 0.696 1.147
H -0.502037 0.243424 -0.814741 0.356 0.290 0.112
H -0.377451 1.584450 0.313515 -0.046 0.405 0.071
H -2.962001 1.908165 -0.238165 0.303 0.473 -0.023
H -2.165781 -0.893966 0.523653 0.007 -0.516 -0.447
H -2.850790 0.547764 -1.205583 0.217 -0.176 -0.248
H -2.051540 1.982498 -1.781420 0.378 0.195 0.164
H -0.864322 -0.591181 1.655828 0.626 0.074 -0.358
H -2.276463 0.376779 1.627340 0.223 0.127 -0.112
C 2.608860 -0.278471 0.279456 1.317 0.695 -0.099
C 2.026832 -1.548102 -0.303712 0.257 -0.396 0.472
H 3.568226 -0.032060 -0.180686 0.096 -0.179 -0.335
H 2.054034 0.653570 0.154681 -0.505 -0.361 0.050
H 2.911754 -0.365948 1.324760 -0.536 -0.168 0.151
H 1.997627 -1.571411 -1.386138 -0.478 0.449 -0.247
H 2.686855 -2.399987 -0.095807 -0.152 0.134 0.370
H 1.052828 -1.746518 0.149490 -0.013 -0.171 -0.359

11.
19
Properties=species:S:1:pos:R:3:forces:R:3 method="wB97M-V/def2-TZVPD" de_lowest_kcal_mol=7.2 lumo_ev=1.1 molar_mass_g_mol=74.167 total_energy_ev=-5411.738
C 0.632575 -1.227869 -1.106755 -0.274 -1.385 -0.609
C -0.331413 -0.540590 -2.068855 0.695 1.065 -0.171
C 2.108853 -0.981006 -1.420189 -0.584 0.774 -0.812
H 0.420782 -0.986075 -0.068550 -0.133 0.011 -0.006
H 0.474227 -2.305379 -1.261202 -0.085 0.070 0.562
H -0.311593 0.532725 -1.852817 -0.192 0.042 -0.074
H 2.184901 0.001036 -1.907759 0.345 0.154 0.620
H -1.369993 -0.856602 -2.078364 -0.004 -0.291 0.355
H 0.040697 -0.622340 -3.093844 -0.025 -0.174 -0.011
H 2.717914 -1.066702 -0.528053 0.267 0.122 -0.070
H 2.474506 -1.636846 -2.207722 0.024 -0.408 0.183
C -0.895630 1.626974 2.803448 0.543 -0.357 -0.689
C -1.358635 0.790753 1.592201 0.171 0.471 0.525
H 0.188194 1.680912 2.936332 0.000 -0.142 -0.233
H -1.223223 2.652711 2.645134 -0.278 0.008 0.472
H -1.286400 1.163146 3.703163 -0.208 0.367 0.245
H -2.423795 0.638833 1.761784 -0.075 -0.190 -0.536
H -0.862717 -0.167868 1.503037 0.004 -0.254 0.265
H -1.179250 1.304188 0.649009 -0.190 0.115 -0.018

12.
19
Properties=species:S:1:pos:R:3:forces:R:3 method="wB97M-V/def2-TZVPD" de_lowest_kcal_mol=25.0 lumo_ev=1.2 molar_mass_g_mol=74.167 total_energy_ev=-5410.964
C -0.748924 1.624966 0.948983 2.458 1.939 1.494
C 0.424806 1.243841 0.057165 -1.282 -2.715 -0.316
C -0.927623 0.614844 2.067828 0.591 -1.287 -0.865
H -0.317206 2.537084 1.445279 -1.065 -0.244 -0.199
H -1.619542 1.906552 0.395636 -0.636 0.022 -0.242
H 0.059335 0.378200 -0.518386 0.164 0.614 0.273
H -1.496708 -0.249244 1.731664 -0.016 -0.290 -0.315
H 0.106868 0.204313 2.283524 -1.303 0.590 0.511
H 1.208811 0.746446 0.676683 -0.003 1.157 -0.587
H 0.705303 1.938512 -0.719430 0.515 0.591 0.349
H -1.505591 0.950688 2.914002 0.359 0.442 0.491
C 1.171091 -1.111932 -1.703430 -0.986 -0.238 1.892
C -0.123043 -1.810352 -1.201724 -0.490 -0.303 0.164
H 1.766458 -0.989565 -0.798175 0.642 -0.361 -0.320
H 1.568519 -1.819976 -2.392446 0.968 0.097 -0.684
H 1.078817 -0.075837 -2.011745 -0.278 -0.346 -0.948
H 0.118224 -2.487843 -0.352463 -0.073 0.334 -0.590
H -0.533974 -2.442382 -2.005247 -0.077 0.274 0.326
H -0.935615 -1.158315 -0.817715 0.511 -0.277 -0.433

13.
19
Properties=species:S:1:pos:R:3:forces:R:3 method="wB97M-V/def2-TZVPD" de_lowest_kcal_mol=26.1 lumo_ev=1.2 molar_mass_g_mol=74.167 total_energy_ev=-5410.916
C -0.960576 2.591198 0.681514 2.336 1.720 -0.820
C 0.596873 2.248709 0.451135 -2.831 -0.954 -1.227
H -1.277119 3.609325 0.370095 0.761 -0.272 0.073
H -1.664945 1.996548 0.177609 -0.544 -1.424 -0.560
H -1.099893 2.579629 1.714115 -0.680 -0.314 1.787
H 0.831589 2.507555 -0.606495 0.390 -0.361 0.933
H 0.728062 1.171272 0.683048 -0.056 0.646 -0.755
H 1.209034 2.704085 1.179339 0.663 1.177 0.493
C -0.481154 -1.430830 -0.399505 3.383 -0.991 -0.531
C 0.241365 -2.223774 -1.510348 -1.651 0.451 -2.504
C 0.573296 -1.299653 0.727327 -1.169 -1.082 0.828
H -0.744619 -0.460151 -0.801560 -0.427 0.071 0.198
H -1.278713 -2.068350 -0.100030 -1.077 0.229 0.501
H 0.078537 -3.296858 -1.544726 0.068 -0.277 0.811
H 0.195834 -0.586573 1.429453 0.566 1.061 0.423
H 0.536506 -2.174727 1.365660 -0.181 -0.752 -0.056
H 1.320693 -2.049560 -1.556186 -0.317 0.223 -0.242
H -0.299005 -1.956292 -2.493355 1.314 -0.083 1.008
H 1.645216 -1.289804 0.482288 -0.548 0.932 -0.361